DFT (wB97M-V/def2-TZVPD) results for a molecular structure, C20H19BF2N9O3S2Ta in a non-equilibrium geometry.

Geometry as XYZ:
```
57
Properties=species:S:1:pos:R:3:lowdin_charge:R:1
Ta 0.71354 0.61307 -0.51917 1.61
N 1.12619 -0.41504 -4.94678 0.06
C 1.20036 0.09192 -3.67522 -0.85
S -0.30852 0.31541 -2.81021 0.67
N 2.34569 0.34563 -3.16210 -0.01
N 2.33324 0.73549 -1.85194 -0.27
C 3.49150 1.26079 -1.41200 -0.12
C 3.43603 1.84693 -0.16953 -0.32
C 4.54913 2.40328 0.51946 -0.04
C 4.37432 2.97762 1.73481 -0.09
C 3.05918 3.02686 2.28585 -0.08
C 2.02376 2.47530 1.60585 -0.17
N 2.16864 1.85851 0.39460 -0.16
H 0.27645 -0.23237 -5.44890 0.07
H 1.98307 -0.37218 -5.47406 0.09
H 4.37263 1.25817 -2.03562 0.12
H 5.51744 2.33619 0.04112 0.11
H 5.20911 3.39436 2.28139 0.10
H 2.88651 3.49322 3.24506 0.10
H 1.01673 2.49129 2.00518 0.10
N 1.21050 -2.56583 3.18949 0.11
C 0.87767 -1.47673 2.46102 -0.69
S 2.17137 -0.91486 1.35211 1.02
N -0.25144 -0.91280 2.64373 0.00
N -0.58552 0.14812 1.83943 -0.04
C -1.75620 0.60595 2.09555 -0.08
C -2.41906 1.64607 1.34240 -0.15
C -3.71772 2.03566 1.68517 -0.04
C -4.41338 2.95695 0.93242 -0.09
C -3.81374 3.51464 -0.19623 -0.07
C -2.52944 3.15763 -0.54881 0.00
C -1.81757 2.22899 0.21381 -0.32
O -0.58226 1.90291 -0.11806 -0.30
H 2.12840 -2.95870 3.10437 0.10
H 0.58022 -2.89694 3.89913 0.11
H -2.32024 0.15087 2.91007 0.13
H -4.18333 1.58926 2.55685 0.11
H -5.41670 3.24632 1.21514 0.10
H -4.35177 4.23335 -0.80060 0.11
H -2.03814 3.58024 -1.41635 0.12
F 2.15843 -1.77559 -1.16389 0.05
B 2.37167 -2.43638 0.05663 -1.19
F 3.61825 -2.96717 0.16408 0.15
C -3.75995 -2.44964 -1.34266 0.00
N -2.43011 -2.78566 -0.85292 -0.03
C -2.01411 -4.06249 -0.69437 -0.03
C -0.75534 -4.35936 -0.29567 0.05
C 0.12776 -3.25983 -0.10776 -0.33
O 1.36981 -3.49397 0.22922 0.15
N -0.28599 -2.02275 -0.25113 0.16
C -1.56427 -1.72566 -0.57777 -0.53
O -1.96194 -0.56711 -0.64607 -0.05
H -4.23456 -3.34468 -1.73628 0.09
H -3.67005 -1.69807 -2.12407 0.10
H -4.36821 -2.02470 -0.54441 0.10
H -2.74370 -4.83145 -0.90843 0.13
H -0.40436 -5.37105 -0.17294 0.12
```

Output
- highest occupied orbital energy (spin up / spin down) (eV) = -6.0 / -5.9
- electronic energy (a.u.) = -2570.3462
- strongest force on any atom (eV Å⁻¹) = 2.30
- gap between HOMO and LUMO (spin up / spin down) (eV) = 5.92 / 5.88